1.
This record from the OMol25 dataset describes 16 unconnected molecules or ions with the total composition C59H92B2F4N5O35S5. The level of theory is ωB97M-V/def2-TZVPD.

## Properties
* energy: -7650.2624 Ha
* E_LUMO: 0.43 eV
* orbital gap: 5.67 eV
* HOMO level: -5.240 eV
* net charge: -1

The geometry in XYZ format:
```
202
Properties=species:S:1:pos:R:3:forces:R:3:mulliken_charge:R:1
C 3.483 2.852 -2.074 -0.4 -0.6 0.3 -0.574
N 2.400 1.971 -1.546 0.8 1.8 0.7 0.719
C 2.496 1.600 -0.258 -0.9 -1.0 0.1 -0.320
C 1.455 0.884 0.302 0.2 0.1 0.2 -0.506
C 0.283 0.634 -0.422 0.8 0.4 0.6 0.776
C 0.182 1.211 -1.669 -0.5 -0.1 -0.7 -0.730
C 1.243 1.915 -2.203 -0.7 -0.8 -0.1 -0.499
C -0.837 -0.067 0.227 -0.3 -0.7 0.8 0.505
C -1.253 0.337 1.494 0.3 -0.3 0.3 -1.108
C -2.202 -0.401 2.163 -0.9 -0.1 0.4 -0.593
N -2.848 -1.447 1.603 1.1 0.8 -0.8 1.181
C -2.439 -1.846 0.366 -1.3 -0.2 1.0 -0.911
C -1.409 -1.225 -0.292 0.5 0.2 -0.7 -0.063
C -3.945 -2.133 2.300 -0.3 -1.1 -0.4 -0.296
H 3.607 2.596 -3.123 0.2 0.3 0.0 -0.169
H 4.378 2.670 -1.484 0.1 -0.1 -0.2 0.203
H 3.170 3.881 -1.907 0.0 0.0 -0.3 0.506
H 3.340 1.880 0.356 0.3 -0.1 -0.3 0.373
H 1.596 0.608 1.338 -0.2 -0.1 0.0 0.182
H -0.753 1.111 -2.205 0.2 0.1 -0.2 0.593
H 1.152 2.458 -3.132 0.3 -0.3 -0.1 0.523
H -0.764 1.138 2.032 -0.1 0.2 -0.1 0.740
H -2.544 -0.167 3.162 0.3 0.1 0.1 0.604
H -3.055 -2.641 -0.026 0.5 -0.2 -0.3 0.722
H -1.004 -1.664 -1.205 -0.5 0.0 -0.3 -0.503
H -3.910 -2.026 3.380 0.1 0.7 -0.1 0.169
H -3.857 -3.209 2.130 0.5 0.0 -0.1 -0.817
H -4.904 -1.902 1.835 0.0 0.6 0.2 0.365
B -2.480 -4.954 1.381 0.1 -0.5 0.3 2.187
H -1.856 -5.887 1.103 0.9 -1.2 -0.6 -0.272
H -2.921 -5.169 2.431 -0.6 -0.2 1.6 -0.577
H -1.818 -4.010 1.412 0.9 1.3 0.0 -0.592
H -3.381 -4.831 0.656 -1.4 0.3 -1.1 -1.043
B 3.109 2.012 3.236 0.0 -0.3 0.1 2.331
H 3.515 2.992 2.765 0.3 0.5 -0.3 -1.028
H 2.025 1.861 2.861 -1.5 -0.2 -0.4 -0.515
H 3.753 1.084 2.969 1.0 -1.2 -0.8 -0.870
H 3.137 2.024 4.393 -0.1 0.4 1.7 -0.390
C 0.984 -2.473 -4.542 0.5 0.5 -0.5 -0.776
C -0.131 -2.377 -3.527 -1.5 -0.2 1.9 0.685
O -0.369 -3.343 -2.756 0.9 -0.1 -0.6 -0.733
O -0.823 -1.320 -3.464 0.5 0.8 -0.7 -0.670
H 1.683 -3.281 -4.331 -0.3 -0.3 -0.2 0.321
H 1.587 -1.563 -4.632 -0.2 0.2 0.4 -0.159
H 0.508 -2.532 -5.525 0.1 -0.5 0.0 0.473
C 2.458 -2.117 -1.272 0.6 0.1 -0.4 -0.162
C 3.765 -2.492 -1.558 0.1 0.1 0.0 -1.637
C 4.543 -3.119 -0.612 0.3 -0.4 0.6 -0.153
C 3.939 -3.539 0.565 0.0 0.4 0.0 -0.871
C 2.626 -3.221 0.846 -0.5 1.3 0.6 -0.239
C 1.925 -2.391 -0.017 -0.1 -0.9 -0.9 -0.595
N 4.695 -4.309 1.553 0.5 -1.0 -0.4 1.264
O 4.094 -4.815 2.472 -0.4 0.3 0.4 -0.630
O 5.883 -4.513 1.350 0.0 0.5 -0.1 -0.664
H 1.974 -1.600 -2.091 -0.6 0.1 0.4 0.896
H 4.212 -2.287 -2.522 -0.1 0.3 0.0 0.450
H 5.611 -3.228 -0.736 -0.1 -0.4 -0.1 0.658
H 2.135 -3.372 1.797 0.4 -0.7 0.1 0.880
H 0.895 -2.181 0.230 0.0 0.2 0.0 0.672
C -3.518 5.191 -4.787 -0.6 -0.2 0.6 -0.373
C -2.819 5.805 -5.817 -0.3 0.1 0.3 -0.611
C -1.449 5.749 -5.849 0.6 -0.7 -0.4 -0.371
C -0.767 4.907 -4.940 -1.6 1.1 -1.1 -0.055
C -1.495 4.254 -3.983 0.0 -0.4 1.9 0.465
C -2.872 4.435 -3.828 0.8 0.6 -0.7 -0.906
N 0.672 4.851 -5.002 1.2 0.4 0.5 0.972
O 1.244 5.406 -5.916 -0.3 0.0 -0.5 -0.615
O 1.285 4.332 -4.085 -0.4 -0.4 0.2 -0.478
H -4.587 5.329 -4.678 0.0 0.1 -0.2 0.392
H -3.377 6.368 -6.553 0.2 0.1 0.0 0.378
H -0.932 6.283 -6.633 0.3 -0.1 0.1 0.458
H -1.021 3.712 -3.173 0.3 -0.2 -0.3 0.281
H -3.342 4.049 -2.937 -0.1 -0.1 -0.4 0.433
C 5.544 5.047 -3.454 -0.2 -0.6 -0.6 0.073
C 6.034 6.291 -3.102 -0.5 0.3 -0.4 -0.691
C 7.199 6.777 -3.677 0.6 0.0 0.8 -0.556
C 7.972 5.909 -4.415 -0.6 -0.3 -0.6 0.250
C 7.479 4.655 -4.792 0.9 0.2 0.3 -0.590
C 6.283 4.201 -4.281 0.1 0.6 -0.4 -0.288
N 9.280 6.317 -4.955 0.0 -0.6 -0.7 0.907
O 9.506 7.487 -5.182 -0.2 0.3 0.4 -0.583
O 10.055 5.410 -5.221 -0.1 0.3 0.2 -0.573
H 4.520 4.752 -3.265 0.2 0.1 0.5 0.205
H 5.459 6.946 -2.461 -0.1 0.0 -0.1 0.457
H 7.520 7.792 -3.482 0.2 -0.1 0.0 0.435
H 8.045 4.073 -5.505 0.1 -0.1 0.2 0.408
H 5.922 3.254 -4.650 -0.3 0.0 0.2 0.592
O -3.086 2.005 -2.378 -0.9 0.2 0.6 -0.379
S -4.170 1.408 -1.641 0.8 -2.2 0.1 0.681
O -4.097 1.282 -0.196 -0.2 0.7 -1.0 -0.364
O -5.547 2.137 -2.052 1.2 0.0 0.0 -0.340
C -6.616 2.069 -1.112 -1.5 0.0 -0.3 0.333
C -7.927 2.304 -1.867 0.0 0.4 0.0 -1.493
C -4.394 -0.255 -2.293 -0.1 0.6 0.5 -0.418
H -6.532 2.852 -0.358 0.4 -0.1 0.0 0.124
H -6.658 1.095 -0.624 0.2 0.0 0.1 0.277
H -8.670 2.601 -1.125 -0.2 -0.3 -0.1 0.396
H -8.289 1.468 -2.464 0.1 -0.3 0.3 0.339
H -7.878 3.137 -2.572 0.4 0.1 0.2 0.320
H -4.485 -0.245 -3.375 -0.2 0.2 0.0 0.514
H -5.251 -0.664 -1.760 -0.1 -0.2 -0.3 0.249
H -3.521 -0.853 -2.031 0.2 0.2 0.0 -0.133
O -3.000 2.585 3.559 -0.8 0.8 0.4 -0.630
S -4.295 2.516 4.176 -0.5 -0.5 -1.0 1.180
O -4.509 1.509 5.167 -0.2 0.2 0.3 -0.619
O -4.717 3.969 4.755 0.8 -0.7 -0.7 -0.281
C -5.783 4.054 5.711 -0.3 1.3 0.7 -0.281
C -5.309 3.745 7.119 -0.1 -0.3 0.3 -0.954
C -5.562 2.273 2.894 0.3 -0.6 0.4 -0.893
H -6.717 3.641 5.329 0.3 -0.8 0.2 0.288
H -6.023 5.120 5.775 0.2 0.1 -0.6 0.292
H -4.700 2.845 7.154 -0.1 0.0 0.1 0.283
H -6.139 3.657 7.823 -0.2 -0.2 -0.2 0.331
H -4.741 4.595 7.499 0.3 -0.1 -0.2 0.299
H -6.490 1.973 3.381 -0.1 0.6 0.2 0.462
H -5.309 1.379 2.321 0.5 0.1 0.0 0.164
H -5.650 3.114 2.214 0.0 0.1 0.2 0.347
O -6.898 -3.282 3.490 -0.4 -0.5 0.0 -0.557
S -7.025 -4.687 3.735 0.3 -2.1 -0.6 1.178
O -7.379 -5.206 5.043 0.3 0.7 -0.9 -0.640
O -8.080 -5.303 2.638 0.4 1.3 0.6 -0.314
C -8.681 -6.577 2.884 -0.2 0.1 0.7 -0.198
C -9.748 -6.546 3.978 0.7 -0.6 0.6 -1.119
C -5.545 -5.532 3.123 -0.2 0.7 0.5 -0.283
H -7.901 -7.312 3.100 0.0 0.0 0.1 0.237
H -9.161 -6.856 1.948 0.2 0.2 -0.1 0.325
H -10.369 -5.654 3.920 -0.4 -0.4 -0.5 0.291
H -9.368 -6.534 4.999 0.5 0.2 -0.2 0.289
H -10.231 -7.526 3.937 -0.7 0.4 -0.3 0.393
H -4.734 -5.262 3.798 0.0 0.1 -0.1 0.002
H -5.323 -5.157 2.126 0.0 0.0 0.0 -0.148
H -5.636 -6.615 3.111 -0.4 0.0 0.1 0.447
O 7.316 -1.246 -1.223 0.1 0.0 -0.4 -0.666
S 6.722 -0.358 -0.287 -1.7 0.1 2.0 1.000
O 5.380 0.191 -0.478 1.7 -0.3 -0.2 -0.204
O 6.657 -1.215 1.112 0.8 0.1 -1.3 -0.438
C 5.812 -0.704 2.151 -0.9 0.2 -0.4 0.882
C 6.187 -1.227 3.528 1.2 0.6 -0.7 -1.777
C 7.882 0.958 0.151 -0.7 -1.5 0.1 -0.772
H 4.775 -0.947 1.901 0.1 -0.1 0.0 -0.202
H 5.859 0.385 2.051 -0.1 0.0 0.7 0.193
H 5.632 -0.606 4.228 0.0 -0.3 0.3 0.314
H 7.262 -1.059 3.657 -0.1 0.4 0.2 0.471
H 6.115 -2.301 3.691 -0.8 0.0 -0.2 0.334
H 7.424 1.444 1.007 0.1 0.4 -0.2 0.048
H 8.019 1.570 -0.733 0.0 0.2 0.2 0.323
H 8.762 0.411 0.485 0.2 0.2 -0.2 0.445
O 2.432 0.979 -5.148 0.8 0.4 -1.1 -0.356
S 3.260 1.627 -6.149 -2.0 -1.5 -1.0 0.914
O 3.958 2.796 -5.770 1.1 0.4 0.2 -0.514
O 4.267 0.551 -6.817 -0.2 1.2 0.6 -0.304
C 3.713 -0.736 -7.121 -0.7 -0.6 -0.6 0.162
C 4.624 -1.450 -8.107 0.7 0.2 1.2 -1.395
C 2.316 2.093 -7.652 0.3 -0.3 1.0 -0.983
H 2.752 -0.689 -7.647 -0.1 0.6 0.3 0.302
H 3.496 -1.233 -6.177 0.4 -0.3 -0.1 0.090
H 5.586 -1.630 -7.621 0.0 -0.3 -0.1 0.334
H 4.855 -0.829 -8.971 -0.4 0.0 -0.1 0.319
H 4.160 -2.395 -8.378 0.1 0.0 -0.2 0.402
H 1.350 2.449 -7.303 0.0 0.2 -0.1 0.264
H 2.177 1.265 -8.341 0.0 -0.1 0.2 0.388
H 2.917 2.869 -8.119 -0.1 0.1 0.0 0.367
C 2.663 -1.308 4.161 -0.3 0.6 0.2 0.845
C 1.509 -0.757 4.994 1.7 -0.6 0.0 0.303
O 1.397 -1.802 5.948 -0.5 0.8 0.2 -0.340
C 1.820 -2.958 5.384 -0.2 -0.3 0.6 0.466
O 1.729 -4.006 5.945 0.1 0.1 -0.6 -0.611
O 2.363 -2.698 4.185 0.4 -0.7 -0.3 -0.203
F 0.358 -0.703 4.288 -0.2 0.4 -0.1 -0.065
H 3.600 -1.154 4.703 -0.1 0.1 0.0 -0.303
H 2.777 -0.868 3.174 -0.3 -0.4 -0.1 -0.585
H 1.822 0.178 5.458 -0.8 0.1 0.1 0.224
C -4.826 -6.325 -1.604 -0.7 2.0 -0.5 -0.426
C -3.571 -5.530 -1.986 0.0 -1.3 0.8 0.668
O -3.937 -4.172 -1.947 0.5 -0.4 -0.3 -0.154
C -5.145 -4.066 -1.399 0.0 1.9 1.1 0.551
O -5.633 -3.002 -1.079 0.2 -0.9 -0.5 -0.511
O -5.677 -5.236 -1.146 -1.0 -1.2 0.2 -0.416
F -3.128 -5.840 -3.227 0.1 0.0 0.1 -0.361
H -4.644 -6.955 -0.741 -0.1 -0.4 -0.3 0.268
H -5.323 -6.733 -2.483 0.1 -0.6 0.2 0.299
H -2.920 -5.829 -1.161 1.3 1.0 -0.7 0.005
C -2.157 -4.471 7.364 -1.3 0.6 -0.5 -0.442
C -3.675 -4.336 7.026 0.8 -0.9 0.0 0.362
O -3.763 -3.339 6.035 -0.3 -0.5 0.7 -0.316
C -2.595 -2.662 6.016 1.2 -0.4 -1.2 0.555
O -2.319 -1.768 5.284 -0.7 0.4 0.2 -0.440
O -1.689 -3.265 6.785 1.1 0.1 0.7 -0.282
F -4.346 -3.929 8.137 -0.3 0.1 0.1 -0.325
H -1.675 -5.348 6.933 0.0 0.2 -0.4 0.306
H -1.978 -4.487 8.437 -0.1 0.2 0.0 0.286
H -4.090 -5.267 6.646 -0.4 0.2 0.1 0.265
C 6.220 4.413 2.699 -0.3 -0.4 0.0 -0.283
C 4.896 4.852 2.108 -1.2 -0.3 -0.6 0.899
O 5.029 4.626 0.709 0.3 0.1 0.3 -0.312
C 6.222 4.049 0.465 -0.6 0.1 -1.1 0.611
O 6.494 3.578 -0.602 0.4 0.2 0.4 -0.324
O 6.985 4.072 1.547 1.3 0.2 -0.1 -0.434
F 4.663 6.182 2.319 0.3 0.2 0.0 -0.351
H 6.228 3.471 3.248 -0.7 0.4 0.5 0.215
H 6.603 5.249 3.284 0.5 -0.2 -0.2 0.316
H 4.010 4.260 2.352 0.3 0.6 0.7 -0.232
```
Positions in Å, forces in eV/Å.

---

2.
This record from the OMol25 dataset describes 2 unconnected molecules or ions with the total composition C8H11NO2S2. The level of theory is ωB97M-V/def2-TZVPD.

## Properties
* energy: -1312.8409 Ha
* E_LUMO (alpha / beta): -0.61 / -0.61 eV
* orbital gap (alpha / beta): 8.52 / 8.52 eV
* HOMO level (alpha / beta): -9.132 / -9.130 eV

The geometry in XYZ format:
```
24
Properties=species:S:1:pos:R:3:forces:R:3:mulliken_charge:R:1
C -3.270 0.666 -1.145 0.8 -3.2 2.2 -0.692
C -3.710 -0.496 -0.582 -1.2 0.2 -0.8 -0.160
C -1.436 -0.057 -0.273 4.1 0.3 0.2 0.384
C 1.080 -0.914 2.475 -1.9 -0.7 -2.3 -0.431
C 1.077 0.462 1.811 1.4 0.9 -2.0 -0.725
C 1.119 -1.599 1.002 1.5 0.8 1.7 -1.074
C 0.906 -0.257 0.459 -2.0 2.4 -1.9 0.685
C 0.944 1.491 -1.939 2.7 1.4 0.5 -0.767
N -1.956 0.899 -0.961 1.1 0.4 0.4 -0.452
O 1.879 -0.920 -1.930 -0.3 0.0 0.2 -0.661
O 3.273 0.548 -0.586 -1.0 1.0 0.1 -0.630
S -2.419 -1.361 0.100 -0.4 -0.4 0.6 -0.160
S 1.936 0.223 -1.044 -1.4 -1.4 -0.3 1.210
H -3.950 1.292 -1.526 -1.9 2.7 -1.8 0.493
H -4.758 -0.784 -0.615 0.4 -0.4 0.2 0.355
H 1.960 -1.033 3.000 1.4 -0.8 1.7 0.363
H 0.096 -1.197 2.929 1.2 0.4 0.1 0.233
H 0.279 1.148 2.002 -0.3 0.4 0.5 0.274
H 2.103 1.047 1.771 -1.9 -1.3 0.4 0.259
H 2.052 -2.016 0.619 0.3 0.0 0.4 0.281
H 0.406 -2.334 0.859 -1.6 -1.3 -0.4 0.276
H 1.185 2.518 -1.507 -0.3 -1.3 -0.7 0.292
H 1.304 1.367 -2.978 0.1 0.3 0.6 0.371
H -0.100 1.308 -1.939 -0.8 -0.5 0.5 0.276
```
Positions in Å, forces in eV/Å.

---

3.
This record from the OMol25 dataset describes a molecular structure, C24H16Br2CoN2O5S. The level of theory is ωB97M-V/def2-TZVPD.

## Properties
* energy: -8338.8957 Ha
* ⟨S²⟩: 0.7574
* E_LUMO (alpha / beta): -0.42 / -0.42 eV
* multiplicity: 2
* orbital gap (alpha / beta): 8.77 / 8.76 eV
* HOMO level (alpha / beta): -9.189 / -9.183 eV

The geometry in XYZ format:
```
51
Properties=species:S:1:pos:R:3:forces:R:3:mulliken_spin:R:1
Co 0.498 -1.159 0.245 0.0 -0.2 -0.3 0.981
Br 2.535 -1.489 -2.479 0.0 0.0 0.0 -0.001
C 3.260 -1.571 -0.749 0.1 -0.1 0.0 0.007
C 4.629 -1.687 -0.563 -0.1 0.0 0.0 0.002
C 5.109 -1.743 0.735 0.0 0.0 0.0 -0.001
C 4.225 -1.674 1.801 -0.2 0.0 -0.1 0.001
C 2.879 -1.556 1.521 0.2 0.0 0.0 0.013
N 2.410 -1.519 0.263 0.0 0.2 0.2 -0.011
C 1.813 -1.399 2.587 -0.1 -0.1 0.1 -0.004
O 2.102 -1.461 3.760 0.1 0.0 0.0 -0.002
O 0.635 -1.189 2.087 0.0 0.0 0.2 -0.022
H 5.287 -1.732 -1.417 0.0 0.0 0.0 0.000
H 6.173 -1.834 0.908 0.0 0.0 0.0 0.000
H 4.537 -1.700 2.834 0.0 0.0 0.0 0.000
O 0.885 0.935 0.205 -0.3 0.1 0.0 0.016
S 0.565 1.759 1.445 0.2 -0.2 -0.1 0.000
C 0.425 3.422 0.837 0.0 0.1 -0.1 0.005
C -0.244 3.695 -0.350 0.0 0.0 0.1 0.000
C -0.316 5.004 -0.788 0.0 0.0 0.0 -0.001
C 0.272 6.023 -0.044 0.0 0.0 0.0 0.001
C 0.941 5.738 1.134 0.0 -0.1 0.0 -0.001
C 1.028 4.424 1.578 -0.1 0.1 0.0 0.001
C -1.134 1.438 1.867 0.0 0.0 0.0 -0.001
C -2.010 0.903 0.936 0.0 0.0 0.0 0.002
C -3.301 0.592 1.334 0.0 0.0 0.0 -0.001
C -3.703 0.844 2.638 0.0 0.0 0.0 0.000
C -2.817 1.388 3.558 0.0 0.0 0.0 0.000
C -1.515 1.674 3.179 0.0 0.0 0.0 0.000
H -0.691 2.893 -0.919 0.0 -0.1 0.0 -0.001
H -0.833 5.235 -1.709 0.0 0.0 0.0 0.000
H 0.210 7.045 -0.393 0.0 0.0 0.0 0.000
H 1.403 6.531 1.704 0.0 0.0 0.0 0.000
H 1.555 4.181 2.491 0.0 0.0 0.0 0.000
H -1.686 0.695 -0.075 0.0 0.0 0.0 -0.001
H -3.970 0.122 0.629 0.0 0.0 -0.1 0.000
H -4.708 0.593 2.947 0.0 0.0 0.0 0.000
H -3.128 1.561 4.579 0.0 0.0 0.0 0.000
H -0.800 2.051 3.898 0.0 0.0 0.0 0.000
Br -3.799 -4.706 -5.802 0.0 0.0 0.0 0.000
C -2.450 -4.296 -4.544 0.0 0.0 0.1 0.000
C -1.194 -4.870 -4.676 0.0 0.0 -0.1 0.000
N -0.203 -4.632 -3.825 0.0 0.0 0.0 0.000
C -0.443 -3.797 -2.819 0.0 0.1 0.1 -0.003
C -1.666 -3.174 -2.610 -0.1 0.0 -0.1 0.001
C -2.703 -3.437 -3.494 0.0 -0.1 0.0 0.000
C -1.907 -2.239 -1.459 -0.1 0.1 0.1 0.006
O -3.040 -1.928 -1.141 0.1 0.0 -0.1 0.006
O -0.833 -1.817 -0.871 0.0 0.1 0.1 0.001
H -0.987 -5.545 -5.498 0.0 0.0 0.0 0.000
H 0.376 -3.612 -2.136 0.0 0.0 0.0 0.004
H -3.669 -2.978 -3.341 0.0 0.0 0.0 0.000
```
Positions in Å, forces in eV/Å.

---

4.
This record from the OMol25 dataset describes C5H9NO in the gas phase. The level of theory is ωB97M-V/def2-TZVPD.

## Properties
* energy: -325.8715 Ha
* E_LUMO: 0.72 eV
* orbital gap: 11.08 eV
* HOMO level: -10.357 eV

The geometry in XYZ format:
```
16
Properties=species:S:1:pos:R:3:forces:R:3:mulliken_charge:R:1
C 0.487 0.380 1.486 -0.1 0.1 0.0 -1.569
C 0.061 0.174 0.029 -0.3 0.1 0.0 1.761
C 0.939 0.977 -0.943 0.1 0.0 0.0 -1.657
C -1.345 0.560 -0.233 -0.7 1.6 -0.9 0.074
N -2.405 0.645 -0.700 0.9 0.9 0.6 -0.637
C -0.125 -1.346 -0.285 -0.1 0.0 -0.1 -0.655
O -1.448 -1.680 0.099 -0.5 -0.8 -0.6 -0.590
H -0.111 -0.251 2.150 0.1 0.1 -0.1 0.390
H 1.548 0.120 1.600 -0.3 0.0 -0.1 0.373
H 0.368 1.423 1.790 0.0 -0.1 0.0 0.376
H 0.887 2.044 -0.696 0.0 -0.2 -0.1 0.392
H 1.988 0.671 -0.872 -0.2 -0.1 0.0 0.398
H 0.601 0.847 -1.977 0.1 0.0 0.2 0.391
H 0.599 -1.946 0.293 -0.5 0.2 -0.1 0.311
H 0.066 -1.548 -1.351 -0.1 0.1 0.1 0.320
H -2.111 -1.070 -0.388 1.5 -1.9 0.9 0.323
```
Positions in Å, forces in eV/Å.